# 1
15
Properties=species:S:1:pos:R:3:nbo_charge:R:1 method="wB97M-V/def2-TZVPD" largest_force_ev_per_a=1.06 total_charge=0 e_tot_ev=-7724.0819 orbital_gap_ev=8.53
C -1.23 0.23 -1.11 -0.0378
C 1.33 -0.91 0.84 -0.6857
N -1.24 -0.86 -0.24 -0.8201
C 0.19 0.07 0.77 0.5342
N 0.14 0.92 -0.74 -0.6872
N -0.16 0.73 1.80 -0.7945
H -0.85 -1.68 -0.70 0.3250
H -0.89 1.41 1.62 0.3361
H 0.16 1.92 -0.52 0.4031
H 0.91 0.61 -1.32 0.3973
H -1.97 0.99 -0.85 0.1683
H -1.22 0.05 -2.19 0.1790
H 1.43 -1.50 -0.07 0.2049
H 2.26 -0.38 1.05 0.2237
H 1.14 -1.60 1.67 0.2538

# 2
14
Properties=species:S:1:pos:R:3:nbo_charge:R:1 method="wB97M-V/def2-TZVPD" largest_force_ev_per_a=5.22 smiles="C[S@](=N)(=O)O.N=C=O" total_charge=0 e_tot_ev=-22127.3202 orbital_gap_ev=10.49
C 2.32 0.34 -0.04 -0.8692
S 0.59 -0.08 0.03 2.1812
N -0.15 0.30 1.33 -1.1530
O 0.19 -1.43 -0.26 -0.9386
O 0.18 0.86 -1.24 -0.9113
H 2.75 -0.29 -0.83 0.2618
H 2.17 1.47 -0.31 0.2707
H 2.75 0.09 0.94 0.2587
H 0.03 1.30 1.46 0.3499
H -0.70 0.44 -1.51 0.5246
N -2.88 -0.96 0.66 -0.7182
C -2.47 -0.61 -0.37 0.8691
O -2.34 -0.27 -1.49 -0.5910
H -2.45 -1.16 1.62 0.4653

# 3
14
Properties=species:S:1:pos:R:3:lowdin_charge:R:1 method="wB97M-V/def2-TZVPD" largest_force_ev_per_a=10.38 total_charge=+3 e_tot_ev=-31410.2046 orbital_gap_ev="5.92 / 5.91"
O -0.52 -0.09 -2.89 -0.0270
C -0.97 -0.03 -1.64 -0.1002
Ce 1.38 -0.41 -1.68 1.5605
O 4.82 0.21 -1.13 0.3080
C 3.68 0.07 -1.30 0.0230
C -2.42 0.33 -1.09 0.0453
O -2.47 0.50 0.24 0.0884
C 0.41 -2.21 -0.29 -0.0238
O -0.13 -2.91 0.39 0.3447
C 0.39 1.77 -0.51 0.0249
O -0.02 2.65 0.09 0.3092
H -3.48 0.44 -1.38 0.1863
O 0.87 -0.09 1.91 0.3156
C 1.14 -0.16 0.78 -0.0548

# 4
16
Properties=species:S:1:pos:R:3:nbo_charge:R:1 method="wB97M-V/def2-TZVPD" largest_force_ev_per_a=3.43 total_charge=0 e_tot_ev=-9873.4917 orbital_gap_ev="8.16 / 8.16"
C 2.22 -0.42 -0.50 -0.8699
C 0.14 -0.65 0.57 0.1984
O -0.05 -1.07 1.88 -0.7208
C -0.23 0.83 0.55 -0.3477
N -1.14 0.92 -0.54 -0.5908
C -2.20 0.11 -0.60 0.5346
O -2.52 -0.73 0.25 -0.6294
H 2.22 -0.04 -1.54 0.2071
H 2.90 -1.27 -0.47 0.2110
H 2.58 0.40 0.14 0.2131
H 0.77 -1.03 -0.63 0.3265
H -0.81 -1.69 1.90 0.5174
H -0.76 1.19 1.45 0.2234
H 0.52 1.58 0.33 0.2114
H -0.89 1.54 -1.29 0.4027
H -2.75 0.33 -1.51 0.1129

# 5
240
Properties=species:S:1:pos:R:3:lowdin_charge:R:1 method="wB97M-V/def2-TZVPD" largest_force_ev_per_a=5.24 smiles=CC1(C)CCCC(C)(C)N1O.CC1(C)CCCC(C)(C)N1O.CC1(C)CCCC(C)(C)N1O.CC1(C)CCCC(C)(C)N1O.CC1(C)CCCC(C)(C)N1O.CC1(C)CCCC(C)(C)N1O.OCCO.OCCO.OCCO.OCCO.OCCO.OCCO total_charge=0 e_tot_ev=-116656.6053 orbital_gap_ev=8.06
C 2.80 -2.02 -4.31 -0.0324
C 1.92 -0.82 -4.61 -0.4717
C 1.19 -0.37 -3.35 -0.0320
C 2.80 0.44 -5.08 -0.1300
C 3.34 0.26 -6.47 -0.1731
C 2.14 -0.05 -7.43 -0.1194
C 1.36 -1.37 -7.10 -0.4989
C 0.09 -1.39 -8.06 -0.0193
C 2.21 -2.60 -7.36 -0.0362
N 1.00 -1.20 -5.72 -0.1043
O 0.11 -2.22 -5.27 -0.0307
H 3.22 -1.86 -3.31 0.0623
H 2.25 -2.96 -4.21 0.0871
H 3.57 -2.14 -5.07 0.0681
H 0.62 -1.18 -2.90 0.0665
H 1.93 -0.04 -2.61 0.0779
H 0.60 0.49 -3.68 0.0803
H 2.11 1.28 -5.10 0.1101
H 3.57 0.53 -4.31 0.1142
H 3.86 1.17 -6.77 0.1103
H 4.03 -0.58 -6.42 0.0915
H 2.50 -0.07 -8.46 0.1108
H 1.52 0.85 -7.53 0.1118
H -0.44 -0.47 -7.82 0.0739
H -0.55 -2.28 -8.03 0.0780
H 0.41 -1.25 -9.10 0.0737
H 3.28 -2.46 -7.16 0.0659
H 2.11 -2.93 -8.39 0.0790
H 1.89 -3.47 -6.78 0.0847
H -0.74 -1.78 -5.26 0.0413
C 1.26 3.94 -1.42 -0.0227
C -0.17 4.50 -1.61 -0.4733
C -0.94 3.45 -2.41 -0.0364
C -0.94 4.68 -0.29 -0.1338
C -0.62 5.88 0.62 -0.1538
C -0.71 7.13 -0.30 -0.0975
C 0.24 7.02 -1.60 -0.4645
C -0.15 8.23 -2.57 -0.0337
C 1.67 7.07 -1.23 -0.0578
N -0.16 5.82 -2.33 -0.1153
O 0.33 5.77 -3.65 -0.0077
H 1.70 4.34 -0.51 0.0668
H 1.25 2.89 -1.15 0.0742
H 1.83 4.09 -2.34 0.0750
H -1.96 3.79 -2.64 0.0859
H -0.45 3.30 -3.37 0.0782
H -1.00 2.53 -1.83 0.0733
H -2.00 4.70 -0.55 0.1107
H -0.79 3.83 0.37 0.1038
H -1.40 6.07 1.36 0.0895
H 0.29 5.62 1.17 0.1034
H -0.43 8.05 0.22 0.1096
H -1.72 7.31 -0.68 0.1139
H 0.39 8.25 -3.52 0.0682
H -0.05 9.24 -2.16 0.0730
H -1.16 8.24 -2.97 0.0746
H 1.97 6.62 -0.28 0.0704
H 2.02 8.08 -1.03 0.0876
H 2.43 6.74 -1.94 0.0822
H 1.07 5.16 -3.62 0.0673
C 3.96 -1.75 -0.09 -0.0388
C 4.20 -3.22 0.12 -0.4909
C 3.41 -4.02 -0.89 -0.0180
C 5.69 -3.36 -0.18 -0.1371
C 6.23 -4.70 0.33 -0.1534
C 5.82 -4.91 1.82 -0.1566
C 4.39 -4.76 2.23 -0.5309
C 3.64 -6.05 1.92 -0.0209
C 4.43 -4.54 3.77 -0.0149
N 3.90 -3.59 1.53 -0.1478
O 2.69 -3.21 1.92 0.0089
H 2.91 -1.44 -0.05 0.0695
H 4.52 -1.11 0.60 0.0873
H 4.33 -1.44 -1.07 0.0844
H 3.68 -3.90 -1.94 0.0820
H 3.45 -5.10 -0.73 0.0692
H 2.34 -3.80 -0.82 0.0827
H 5.84 -3.34 -1.26 0.1222
H 6.29 -2.63 0.37 0.1243
H 5.84 -5.51 -0.28 0.1024
H 7.31 -4.80 0.35 0.1077
H 6.46 -4.23 2.38 0.1174
H 6.12 -5.89 2.20 0.1175
H 2.65 -5.94 2.35 0.0670
H 4.06 -6.89 2.47 0.0883
H 3.69 -6.37 0.88 0.0762
H 4.58 -3.48 3.94 0.0903
H 5.25 -5.06 4.27 0.0814
H 3.52 -4.91 4.24 0.0741
H 2.18 -3.87 1.44 0.0657
C 7.01 3.56 -1.82 -0.0445
C 5.78 3.77 -0.99 -0.4978
C 4.78 4.78 -1.61 -0.0169
C 5.09 2.39 -1.01 -0.1498
C 4.18 2.01 0.13 -0.1851
C 4.90 2.27 1.41 -0.1462
C 5.60 3.61 1.64 -0.4288
C 4.46 4.62 2.10 -0.0086
C 6.77 3.49 2.67 -0.0115
N 6.23 4.12 0.39 -0.1753
O 6.79 5.31 0.47 -0.0009
H 7.50 4.52 -1.98 0.0837
H 7.62 2.86 -1.25 0.0944
H 6.65 3.16 -2.77 0.0912
H 4.49 4.47 -2.61 0.0827
H 3.92 4.84 -0.93 0.0499
H 5.34 5.71 -1.67 0.0817
H 4.44 2.28 -1.87 0.1099
H 5.81 1.58 -1.15 0.1150
H 3.22 2.52 0.03 0.0871
H 3.89 0.96 0.03 0.0902
H 5.63 1.47 1.55 0.1137
H 4.16 2.04 2.18 0.1168
H 3.95 5.18 1.32 0.0649
H 4.88 5.33 2.81 0.0730
H 3.61 4.20 2.63 0.0555
H 7.40 2.60 2.55 0.0820
H 6.25 3.53 3.63 0.0839
H 7.38 4.37 2.49 0.0701
H 7.73 5.15 0.53 0.1086
C -1.10 -5.10 -0.47 -0.0253
C -1.59 -5.41 1.00 -0.4589
C -0.43 -5.24 1.94 -0.0333
C -2.64 -4.27 1.30 -0.1173
C -3.54 -4.63 2.48 -0.1667
C -4.15 -6.05 2.38 -0.1147
C -3.03 -7.12 2.21 -0.4675
C -2.27 -7.28 3.64 -0.0094
C -3.73 -8.44 1.85 -0.0472
N -2.15 -6.76 1.11 -0.1518
O -1.27 -7.68 0.64 0.0155
H -1.88 -5.42 -1.17 0.0829
H -0.73 -4.09 -0.66 0.0706
H -0.25 -5.71 -0.78 0.0712
H 0.31 -4.52 1.59 0.0660
H -0.77 -4.93 2.92 0.0732
H 0.23 -6.10 2.05 0.0762
H -2.01 -3.44 1.61 0.1007
H -3.18 -3.98 0.40 0.1051
H -2.98 -4.57 3.42 0.0999
H -4.35 -3.90 2.41 0.1024
H -4.82 -6.22 1.54 0.1140
H -4.70 -6.18 3.32 0.1161
H -1.91 -6.31 3.98 0.0520
H -1.48 -8.02 3.72 0.0730
H -3.01 -7.57 4.39 0.0734
H -2.99 -9.22 1.69 0.0737
H -4.29 -8.41 0.92 0.0850
H -4.36 -8.84 2.64 0.0833
H -0.71 -7.80 1.40 0.0848
C -4.58 2.57 -0.58 -0.0552
C -5.87 1.81 -0.47 -0.4406
C -6.49 1.93 0.96 -0.0077
C -6.90 2.48 -1.54 -0.0940
C -8.14 1.55 -1.83 -0.1800
C -7.84 0.05 -2.03 -0.1367
C -6.77 -0.56 -1.09 -0.4570
C -7.42 -1.03 0.25 -0.0281
C -6.33 -1.83 -1.87 -0.0367
N -5.61 0.37 -0.89 -0.0899
O -4.54 -0.23 -0.23 -0.0331
H -3.82 2.20 0.10 0.0732
H -4.21 2.39 -1.60 0.0818
H -4.62 3.65 -0.49 0.0897
H -6.04 1.21 1.64 0.0628
H -6.20 2.95 1.23 0.0794
H -7.58 1.84 0.91 0.0670
H -7.42 3.34 -1.13 0.1104
H -6.32 2.66 -2.45 0.1057
H -8.68 1.69 -0.90 0.0856
H -8.79 1.91 -2.63 0.1074
H -7.67 -0.04 -3.10 0.1145
H -8.83 -0.34 -1.76 0.1155
H -6.67 -1.37 0.95 0.0718
H -7.93 -1.96 0.00 0.0779
H -8.11 -0.35 0.75 0.0737
H -5.74 -2.38 -1.14 0.0740
H -5.76 -1.54 -2.75 0.0635
H -7.11 -2.51 -2.21 0.0895
H -3.81 -0.12 -0.85 0.0620
O -2.39 2.88 2.67 -0.1070
C -3.18 4.09 2.88 -0.1651
C -4.27 3.83 3.96 -0.2512
O -3.77 4.14 5.22 -0.0563
H -2.98 2.16 2.43 0.0217
H -2.68 5.05 3.00 0.1136
H -3.70 4.23 1.93 0.0923
H -4.64 2.81 3.88 0.0988
H -5.17 4.38 3.71 0.1160
H -2.88 3.83 5.38 0.0291
O 0.50 3.04 3.41 -0.0846
C 0.95 3.53 4.67 -0.2122
C -0.11 4.11 5.59 -0.1743
O -1.22 3.21 5.87 -0.0724
H -0.44 2.90 3.49 0.0426
H 1.47 2.70 5.16 0.1177
H 1.80 4.14 4.35 0.1146
H -0.46 5.06 5.18 0.1253
H 0.33 4.48 6.52 0.1223
H -0.90 2.47 6.39 0.1035
O -2.48 -1.81 -4.97 -0.0747
C -3.19 -2.37 -3.87 -0.1960
C -2.60 -1.85 -2.58 -0.2160
O -2.82 -0.45 -2.61 -0.0805
H -3.12 -1.46 -5.59 0.1082
H -4.20 -1.99 -4.00 0.1042
H -3.22 -3.45 -3.97 0.1280
H -1.54 -2.01 -2.43 0.1048
H -3.02 -2.30 -1.68 0.1098
H -2.29 0.07 -3.22 0.0949
O -0.93 -2.68 5.44 -0.0516
C 0.10 -2.46 4.55 -0.2898
C 0.83 -1.22 4.88 -0.2338
O 1.39 -1.22 6.22 -0.0619
H -1.47 -1.90 5.58 0.0333
H 0.78 -3.31 4.58 0.1224
H -0.27 -2.38 3.53 0.0992
H 0.20 -0.33 4.85 0.1023
H 1.62 -0.97 4.18 0.1194
H 1.93 -2.02 6.22 0.0749
O -2.45 -0.45 5.67 -0.0423
C -2.61 0.39 4.58 -0.2349
C -3.50 -0.33 3.56 -0.1916
O -3.77 0.55 2.48 -0.0953
H -2.73 0.11 6.40 0.1156
H -3.30 1.17 4.89 0.1163
H -1.73 0.87 4.15 0.1039
H -4.44 -0.74 3.93 0.1325
H -3.04 -1.25 3.22 0.1134
H -4.50 0.19 1.97 0.0517
O 0.96 1.19 1.40 -0.0682
C -0.29 0.63 1.02 -0.2212
C -0.29 -0.74 0.34 -0.1944
O 0.46 -1.57 1.21 -0.0800
H 0.88 1.98 1.93 0.0390
H -0.91 0.66 1.91 0.1019
H -0.74 1.34 0.33 0.0990
H 0.25 -0.62 -0.60 0.0976
H -1.29 -1.11 0.11 0.1137
H 1.26 -1.04 1.23 0.0502

# 6
14
Properties=species:S:1:pos:R:3:nbo_charge:R:1 method="wB97M-V/def2-TZVPD" largest_force_ev_per_a=2.57 smiles="[H]/N=C1/C(=C)NC=C1O" total_charge=0 e_tot_ev=-10308.1675 orbital_gap_ev=7.92
H -1.12 0.95 2.30 0.3255
N -1.07 1.16 1.30 -0.6400
C -0.45 0.29 0.61 0.2004
C -0.03 0.51 -0.84 0.1154
C -0.32 1.59 -1.57 -0.3976
N 0.49 -0.68 -1.30 -0.5903
C 0.87 -1.37 -0.17 -0.0129
C 0.20 -0.96 0.94 0.1345
O 0.23 -1.55 2.17 -0.6592
H -0.82 2.42 -1.11 0.2264
H -0.15 1.63 -2.63 0.1961
H 0.90 -0.80 -2.21 0.4089
H 1.49 -2.25 -0.27 0.2152
H -0.21 -0.96 2.80 0.4775